C3H5PS in the gas phase. Source: the Open Molecules 2025 dataset; level of theory: ωB97M-V/def2-TZVPD.

Atoms and positions in Å:
C 0.7732 -1.0400 -1.7874
P 0.6869 0.4941 -1.1418
C -0.6786 0.3259 0.1646
C -0.2965 0.8249 1.4736
S -2.0521 -0.4514 -0.2403
H 1.5248 -1.1390 -2.5704
H 0.3474 -1.9348 -1.1909
H 0.7256 0.3707 1.5797
H -0.0397 1.8725 1.4625
H -0.9909 0.6771 2.2505

As for the SMILES: C=PC(C)=S. The calculation puts the HOMO-LUMO gap at 7.802 eV. As for the net charge: 0.

C3H5PS in the gas phase. Source: the Open Molecules 2025 dataset; level of theory: ωB97M-V/def2-TZVPD.

Atoms and positions in Å:
S 2.8507 -0.3422 0.0190
P 1.1425 0.9991 -0.1127
C -0.2535 0.0734 -0.8823
C -1.3168 0.3954 0.0932
C -0.1184 0.0856 0.8932
H 3.3259 0.8191 0.4345
H -0.2553 -0.8160 -1.5898
H -1.9808 -0.3818 0.2170
H -1.7944 1.3372 0.0400
H 0.0466 -0.7961 1.4654

As for the SMILES: SP1[C@@H]2C[C@@H]21. The calculation puts the HOMO-LUMO gap at 9.008 eV. As for the net charge: 0.

C3H6 in the gas phase. Source: the Open Molecules 2025 dataset; level of theory: ωB97M-V/def2-TZVPD.

Atoms and positions in Å:
C -0.5960 -0.5860 -0.0827
C 0.8962 -0.1809 -0.0104
C -0.2307 0.7947 -0.0104
H -0.9483 -0.9484 0.9151
H -1.0351 -1.1495 -0.9598
H 1.4746 -0.0966 -0.9172
H 1.3710 -0.5416 0.9319
H -0.5998 1.2173 1.0003
H -0.3319 1.4910 -0.8668

As for the SMILES: C1CC1. The calculation puts the HOMO-LUMO gap at 11.534 eV. As for the net charge: 0.

A molecular structure, C3H6AgO4. Source: the Open Molecules 2025 dataset; level of theory: ωB97M-V/def2-TZVPD.

Atoms and positions in Å:
O 1.9090 -0.1883 -0.2678
C 0.7974 -1.0872 -0.4008
C -0.2621 -0.7551 0.6393
O -1.4883 -0.4575 0.0067
C -2.0666 0.7905 0.1157
O -3.2793 0.7670 0.3278
O -1.3381 1.8207 0.0401
H 2.7482 -0.6340 -0.4320
H 1.1519 -2.1177 -0.2785
H 0.4084 -0.9841 -1.4214
H 0.0590 0.0593 1.3046
H -0.4367 -1.6287 1.2821
Ag 1.8362 1.8808 -0.2402
H -0.0391 2.5343 -0.6757

Its expectation value of S² is 0.757. The calculation puts the HOMO-LUMO gap (alpha / beta) at 7.196 / 6.539 eV. As for the net charge: 0. The spin multiplicity is 2.

A molecular structure, C3H6AgO4. Source: the Open Molecules 2025 dataset; level of theory: ωB97M-V/def2-TZVPD.

Atoms and positions in Å:
O 0.2863 -0.8264 -0.8702
C 0.3822 0.3810 -0.3463
C -0.8777 -1.4822 -0.3451
O 1.1082 1.2695 -0.8610
O -0.7513 0.7705 0.2331
C -1.6676 -0.3352 0.3002
Ag 0.4272 3.6172 -1.5939
H -0.5589 -2.2395 0.3783
H -1.4065 -1.9503 -1.1810
H -1.9005 -0.5199 1.3532
H -2.5703 -0.0610 -0.2550
O 2.6107 0.0457 1.0740
H 2.6324 0.7967 0.2763
H 2.2857 0.5339 1.8373

The calculation puts the HOMO-LUMO gap at 7.983 eV. As for the net charge: +1.

A molecular structure, C3H6As2Cl6F12Y. Source: the Open Molecules 2025 dataset; level of theory: ωB97M-V/def2-TZVPD.

Atoms and positions in Å:
Y -17.8632 11.1188 -16.4469
As -20.9419 9.8417 -18.5261
F -19.5680 10.0231 -17.2974
F -19.6095 9.6581 -19.6492
F -22.0436 9.6968 -19.8425
F -22.1008 10.0454 -17.2712
F -20.7788 11.5929 -18.6842
F -20.9447 8.1223 -18.1680
As -17.7873 9.2975 -13.8230
F -18.1909 9.8327 -12.2545
F -16.2383 8.7704 -13.2771
F -17.3789 8.9282 -15.5838
F -19.2155 9.9330 -14.6552
F -17.0922 10.9262 -14.2530
F -18.5325 7.7733 -13.5695
C -13.5532 13.3838 -15.2022
Cl -11.8756 12.9522 -14.9960
Cl -14.6503 11.9250 -15.4289
H -13.8811 13.8110 -14.2607
H -13.6115 14.1149 -16.0009
C -19.6240 9.1341 -9.3337
Cl -21.2794 8.7114 -8.9418
Cl -18.7191 9.7635 -7.9325
H -19.1392 8.2587 -9.7529
H -19.6122 9.9350 -10.0651
C -12.9229 9.2592 -13.0462
Cl -13.0307 7.6122 -12.3704
Cl -12.5167 9.0977 -14.7460
H -13.8943 9.7393 -12.9727
H -12.1981 9.8592 -12.5054

The calculation puts the HOMO-LUMO gap at 4.811 eV. As for the net charge: +1.